Record 1
{
  "formula": "C26H60BF6MgNO16S2",
  "method": "the ωB97M-V functional and the def2-TZVPD basis",
  "molar_mass_g_mol": 856.0,
  "spin_multiplicity": 1,
  "lumo_ev": 0.12,
  "total_energy_ha": -3905.38531,
  "species": ["Mg", "C", "F", "F", "F", "S", "O", "O", "N", "S", "O", "O", "C", "F", "F", "F", "B", "H", "H", "H", "H", "C", "O", "C", "C", "O", "C", "C", "O", "C", "H", "H", "H", "H", "H", "H", "H", "H", "H", "H", "H", "H", "H", "H", "C", "O", "C", "C", "O", "C", "C", "O", "C", "H", "H", "H", "H", "H", "H", "H", "H", "H", "H", "H", "H", "H", "H", "C", "O", "C", "C", "O", "C", "C", "O", "C", "H", "H", "H", "H", "H", "H", "H", "H", "H", "H", "H", "H", "H", "H", "C", "O", "C", "C", "O", "C", "C", "O", "C", "H", "H", "H", "H", "H", "H", "H", "H", "H", "H", "H", "H", "H", "H"],
  "xyz": [[0.218, -2.670, 1.194], [-0.888, -6.568, 2.337], [-0.978, -7.639, 3.043], [-0.939, -6.883, 1.013], [-1.878, -5.730, 2.610], [0.756, -5.572, 2.482], [1.483, -6.212, 3.625], [1.515, -5.671, 1.243], [0.235, -3.826, 2.684], [0.161, -3.842, 4.252], [-0.559, -4.980, 4.860], [1.472, -3.519, 4.831], [-0.982, -2.268, 4.618], [-0.283, -1.132, 4.236], [-2.082, -2.361, 3.820], [-1.323, -2.181, 5.935], [-0.782, -0.987, 1.048], [-1.327, -1.893, 1.262], [-0.046, -1.144, 0.274], [-1.389, -0.143, 0.762], [-0.229, -0.758, 1.945], [2.503, -0.888, 3.099], [2.202, -1.651, 1.927], [3.313, -2.511, 1.628], [3.077, -2.916, 0.161], [1.677, -3.247, 0.071], [1.331, -3.587, -1.249], [-0.005, -4.305, -1.264], [-0.756, -3.741, -0.177], [-2.077, -4.108, -0.294], [1.691, -0.199, 3.331], [3.345, -0.263, 2.803], [2.753, -1.438, 4.006], [3.226, -3.386, 2.272], [4.309, -2.092, 1.770], [3.629, -3.836, -0.032], [3.353, -2.118, -0.528], [2.136, -4.119, -1.756], [1.183, -2.618, -1.725], [0.152, -5.373, -1.118], [-0.473, -4.055, -2.217], [-2.536, -3.958, 0.684], [-2.206, -5.154, -0.571], [-2.445, -3.489, -1.112], [3.248, -0.305, -4.466], [2.623, -0.688, -3.160], [1.984, 0.327, -2.400], [3.053, 0.943, -1.433], [4.143, 1.618, -2.142], [3.720, 2.677, -2.944], [5.017, 3.474, -3.214], [5.696, 2.676, -4.124], [6.922, 3.308, -4.569], [3.763, -1.187, -4.847], [4.018, 0.439, -4.258], [2.531, 0.072, -5.194], [1.212, -0.202, -1.841], [1.523, 1.040, -3.083], [3.514, 0.185, -0.800], [2.605, 1.706, -0.796], [3.012, 3.295, -2.392], [3.293, 2.262, -3.857], [5.536, 3.480, -2.256], [4.828, 4.465, -3.628], [7.536, 3.785, -3.804], [6.826, 4.167, -5.233], [7.436, 2.464, -5.030], [-9.110, -3.409, 2.652], [-7.709, -3.344, 2.478], [-7.184, -2.036, 2.623], [-5.763, -2.015, 2.183], [-5.603, -0.579, 2.069], [-4.452, -0.093, 1.464], [-4.165, -0.546, -0.027], [-5.403, -0.470, -0.692], [-5.427, -0.757, -2.078], [-9.511, -2.674, 1.955], [-9.418, -3.164, 3.668], [-9.451, -4.425, 2.449], [-7.100, -1.748, 3.670], [-7.787, -1.262, 2.149], [-5.650, -2.621, 1.284], [-5.074, -2.540, 2.845], [-3.626, -0.155, 2.172], [-4.590, 0.980, 1.332], [-3.738, -1.548, 0.017], [-3.370, 0.070, -0.448], [-6.461, -0.766, -2.423], [-5.028, -1.770, -2.111], [-4.798, -0.128, -2.708], [3.831, 9.465, 0.137], [3.014, 8.807, -0.831], [1.845, 8.156, -0.158], [0.927, 7.479, -1.196], [1.477, 6.255, -1.526], [0.548, 5.201, -1.963], [0.138, 4.216, -0.860], [-0.604, 3.324, -1.603], [-0.951, 2.186, -0.800], [4.543, 10.036, -0.460], [4.426, 8.824, 0.787], [3.237, 10.046, 0.843], [1.268, 8.844, 0.460], [2.144, 7.436, 0.605], [0.827, 8.150, -2.049], [-0.044, 7.444, -0.701], [1.160, 4.632, -2.664], [-0.323, 5.547, -2.519], [-0.493, 4.692, -0.108], [0.982, 3.705, -0.397], [-1.626, 2.457, 0.012], [-0.061, 1.695, -0.406], [-1.423, 1.437, -1.436]],
  "forces_ev_per_angstrom": [[1.707, 0.189, -0.156], [0.124, 1.733, -1.648], [0.387, -0.400, 0.500], [-0.202, -0.064, 0.700], [-0.274, -0.336, -0.167], [3.455, -1.869, 1.264], [-2.140, 2.079, -2.611], [-1.714, 0.517, 0.650], [0.440, -5.174, 0.733], [0.190, 1.144, 5.498], [0.667, 2.132, -1.447], [-1.992, -0.072, -0.798], [0.723, 0.068, -0.663], [-1.231, -1.664, 1.101], [0.880, 0.230, 1.255], [0.460, -0.136, -2.200], [-1.263, 2.268, -0.060], [-3.070, -2.790, 0.551], [2.598, -0.396, -3.377], [-2.268, 2.640, -0.857], [2.030, 0.949, 3.203], [0.203, 1.276, -0.272], [0.776, -0.161, 0.730], [-1.268, -0.691, -0.936], [0.046, -0.345, 1.505], [1.676, -0.330, -0.338], [-0.551, 1.017, -0.731], [1.186, 0.333, 0.495], [1.919, -1.261, -0.880], [-1.524, -0.011, -0.073], [-0.166, -0.346, -0.256], [0.264, 0.136, 0.335], [-0.134, -0.540, -0.302], [0.119, -0.180, 0.068], [-0.163, 0.503, -0.022], [0.183, 0.082, -0.264], [-0.231, -0.016, -0.165], [-0.132, -0.199, 0.066], [0.201, -0.003, -0.625], [-0.442, -0.072, 0.030], [-0.295, -0.316, 0.007], [-0.384, 0.287, -0.321], [0.196, -0.146, 0.065], [-0.935, 0.014, 0.252], [-0.058, -0.057, 1.996], [0.507, -0.423, -1.902], [1.688, -0.296, 0.054], [-0.056, 1.053, -1.378], [-0.828, -1.774, 1.266], [0.785, 0.816, 0.312], [-1.694, -1.026, 0.098], [1.918, 1.081, -0.905], [-0.279, -0.897, 0.034], [-0.353, -0.096, 0.121], [-0.051, 0.016, -0.164], [-0.241, -0.071, 0.159], [-0.124, 0.290, 0.267], [-0.104, 0.354, 0.277], [-0.044, -0.054, -0.241], [-0.335, 0.001, 0.255], [-0.330, 0.182, -0.079], [-0.155, 0.592, -0.253], [0.202, 0.515, 0.089], [-0.069, 0.234, 0.166], [-0.063, -0.689, 0.845], [-0.817, -0.274, -0.660], [0.397, 0.511, -0.173], [0.483, 0.352, -0.142], [0.174, -0.169, 0.164], [-0.268, -0.977, 1.328], [-0.035, 0.775, -1.029], [0.151, -1.380, -0.341], [0.686, 1.114, -1.227], [-0.308, -0.427, 1.748], [-0.264, 0.950, -0.003], [0.612, -1.117, 0.904], [-0.710, -0.149, -0.023], [0.036, 0.181, 0.196], [0.114, 0.126, -0.249], [-0.663, -0.025, 0.477], [0.043, -0.184, -0.513], [-0.072, 0.666, -0.843], [0.119, 0.591, 0.746], [0.594, -0.555, -0.457], [-0.430, 0.186, 0.312], [-0.211, -0.555, -0.420], [-0.141, 0.381, -0.100], [0.116, 0.185, 0.136], [-0.023, -0.362, -0.804], [0.001, 0.391, 0.141], [0.031, -0.220, -0.531], [-1.699, -1.001, 1.952], [0.803, 0.358, -1.061], [0.699, 1.404, 1.313], [-1.051, -1.777, -0.588], [2.007, 0.610, 0.544], [0.105, 1.389, -0.822], [-0.996, -2.071, 0.265], [0.023, -0.032, -0.798], [-0.173, 0.401, 0.306], [-0.012, -0.717, -0.184], [-0.113, 0.567, -0.296], [-0.005, 0.851, -0.447], [0.585, -0.461, -0.335], [0.015, 0.006, -0.292], [-0.333, -0.493, -0.054], [-0.165, -0.076, -0.115], [-0.050, 0.380, 0.275], [0.073, 0.143, 0.396], [0.314, 0.248, 0.165], [0.000, 0.046, 0.108], [0.178, 0.158, 0.262], [-0.185, 0.221, -0.082]],
  "lowdin_charge": [0.429, -0.651, 0.228, 0.105, 0.136, 0.805, -0.295, -0.278, -0.286, 0.624, -0.299, -0.293, -0.500, 0.074, 0.105, 0.130, -0.362, -0.024, -0.013, -0.003, -0.015, -0.066, -0.233, -0.135, -0.090, -0.229, -0.136, -0.114, -0.259, -0.077, 0.088, 0.095, 0.094, 0.130, 0.138, 0.143, 0.128, 0.152, 0.128, 0.134, 0.146, 0.108, 0.104, 0.109, -0.031, -0.217, -0.184, -0.109, -0.154, -0.206, -0.205, -0.182, -0.085, 0.085, 0.061, 0.087, 0.105, 0.120, 0.112, 0.107, 0.114, 0.109, 0.131, 0.129, 0.081, 0.080, 0.090, -0.107, -0.183, -0.222, -0.164, -0.129, -0.177, -0.194, -0.184, -0.090, 0.084, 0.084, 0.087, 0.130, 0.132, 0.122, 0.125, 0.118, 0.121, 0.094, 0.101, 0.090, 0.078, 0.084, -0.131, -0.181, -0.157, -0.231, -0.132, -0.130, -0.235, -0.191, -0.088, 0.086, 0.078, 0.078, 0.110, 0.120, 0.127, 0.122, 0.108, 0.132, 0.128, 0.117, 0.095, 0.072, 0.086]
}



Record 2
{
  "formula": "C26H60O20S5",
  "method": "the ωB97M-V functional and the def2-TZVPD basis",
  "molar_mass_g_mol": 853.1,
  "smiles": "O=S1(=O)CCCC1.O=S1(=O)CCCC1.O=S1(=O)CCCC1.O=S1(=O)CCCC1.O=S1(=O)OCCO1.OCCO.OCCO.OCCO.OCCO",
  "spin_multiplicity": 1,
  "lumo_ev": -0.04,
  "total_energy_ha": -4521.98645,
  "species": ["C", "C", "C", "S", "O", "O", "C", "H", "H", "H", "H", "H", "H", "H", "H", "C", "C", "C", "S", "O", "O", "C", "H", "H", "H", "H", "H", "H", "H", "H", "C", "C", "C", "S", "O", "O", "C", "H", "H", "H", "H", "H", "H", "H", "H", "C", "C", "C", "S", "O", "O", "C", "H", "H", "H", "H", "H", "H", "H", "H", "C", "C", "O", "S", "O", "O", "O", "H", "H", "H", "H", "C", "C", "O", "O", "H", "H", "H", "H", "H", "H", "C", "C", "O", "O", "H", "H", "H", "H", "H", "H", "C", "C", "O", "O", "H", "H", "H", "H", "H", "H", "C", "C", "O", "O", "H", "H", "H", "H", "H", "H"],
  "xyz": [[7.831, 3.562, -4.548], [7.263, 2.143, -4.330], [6.340, 2.068, -3.030], [6.322, 3.796, -2.478], [7.418, 3.879, -1.455], [5.037, 4.309, -2.117], [6.896, 4.601, -4.029], [8.401, 3.824, -5.439], [8.562, 3.462, -3.746], [7.930, 1.328, -4.612], [6.531, 2.157, -5.137], [6.657, 1.489, -2.162], [5.368, 1.609, -3.210], [7.191, 5.631, -3.830], [6.026, 4.562, -4.685], [5.112, -1.722, 1.501], [4.631, -3.013, 0.934], [5.670, -3.545, -0.101], [7.390, -3.052, 0.510], [7.964, -2.359, -0.616], [8.015, -4.187, 1.195], [6.673, -1.934, 1.825], [4.524, -1.594, 2.409], [4.933, -0.815, 0.924], [3.584, -3.091, 0.640], [4.429, -3.725, 1.735], [5.674, -3.157, -1.120], [5.669, -4.635, -0.112], [7.217, -0.990, 1.806], [6.727, -2.517, 2.745], [-6.545, 3.736, -4.829], [-5.043, 4.197, -5.075], [-4.108, 3.615, -3.971], [-4.862, 1.990, -3.454], [-5.317, 1.862, -2.022], [-4.136, 0.880, -4.008], [-6.436, 2.202, -4.455], [-7.118, 3.915, -5.739], [-6.890, 4.372, -4.014], [-5.007, 5.286, -5.078], [-4.580, 3.921, -6.023], [-4.086, 4.336, -3.153], [-3.102, 3.319, -4.266], [-7.360, 1.844, -4.000], [-6.312, 1.664, -5.396], [-3.752, -8.008, 3.639], [-3.154, -7.340, 4.825], [-2.109, -6.273, 4.337], [-2.258, -6.002, 2.580], [-1.245, -6.713, 1.869], [-2.466, -4.576, 2.278], [-3.837, -6.949, 2.585], [-4.704, -8.443, 3.944], [-3.123, -8.847, 3.341], [-2.754, -8.134, 5.456], [-3.835, -6.735, 5.424], [-1.027, -6.314, 4.459], [-2.470, -5.286, 4.626], [-4.012, -7.216, 1.542], [-4.529, -6.154, 2.860], [1.352, 7.740, -0.600], [0.399, 6.494, -0.600], [-0.987, 6.823, -0.266], [-1.271, 8.438, -0.639], [-2.079, 9.047, 0.445], [-1.782, 8.623, -2.012], [0.375, 8.818, -0.550], [1.999, 7.725, -1.477], [1.981, 7.972, 0.260], [0.777, 5.764, 0.117], [0.469, 6.024, -1.581], [1.246, -4.744, -3.514], [0.962, -6.180, -3.060], [-0.464, -6.430, -2.820], [0.917, -4.898, -4.842], [2.325, -4.644, -3.395], [0.837, -3.902, -2.957], [1.498, -6.325, -2.123], [1.394, -7.005, -3.628], [-0.534, -7.144, -2.182], [0.353, -5.674, -4.806], [-7.203, 1.264, 4.618], [-6.402, 1.083, 3.470], [-5.695, 2.177, 2.933], [-7.969, 0.142, 5.023], [-7.901, 2.093, 4.503], [-6.767, 1.783, 5.472], [-7.028, 0.722, 2.654], [-5.612, 0.348, 3.617], [-5.329, 1.893, 2.093], [-8.624, 0.446, 5.654], [0.502, 0.481, -0.860], [-0.299, 0.442, 0.335], [0.093, -0.722, 1.038], [-0.019, 1.453, -1.717], [0.501, -0.435, -1.452], [1.551, 0.734, -0.708], [-1.352, 0.292, 0.099], [-0.272, 1.412, 0.833], [-0.678, -1.266, 1.213], [0.565, 2.091, -2.134], [-1.446, 0.935, 5.542], [0.054, 0.729, 5.567], [0.268, -0.676, 5.757], [-2.224, 0.538, 6.579], [-1.797, 0.402, 4.658], [-1.630, 1.999, 5.399], [0.530, 1.344, 6.331], [0.605, 1.024, 4.674], [0.277, -1.074, 4.884], [-2.268, -0.405, 6.401]],
  "forces_ev_per_angstrom": [[2.819, -0.582, 2.759], [-2.673, 0.541, -1.775], [0.940, 0.011, -0.549], [2.681, 0.510, 1.896], [-2.098, -0.136, -2.314], [-0.859, -0.042, 0.050], [-1.624, -1.262, 0.147], [-0.548, -0.487, -0.259], [1.105, 0.957, -0.141], [0.181, 0.153, 0.815], [-0.490, -0.856, -0.172], [0.858, 0.270, -0.101], [-0.207, 0.731, -0.511], [0.319, -0.336, 0.034], [-0.439, 0.513, 0.133], [1.189, 0.307, 0.861], [-0.073, -1.424, -1.143], [0.501, -0.502, 1.086], [-3.102, -1.107, 0.948], [0.718, 0.168, 0.506], [-0.148, 1.386, -0.924], [-1.210, 0.186, -0.864], [0.471, 0.375, 0.352], [0.168, -0.262, -0.429], [-0.015, 1.013, -1.173], [1.323, -0.362, 0.461], [-0.478, 0.173, 0.185], [0.055, 0.027, -0.213], [0.100, -0.215, 0.354], [0.458, 0.266, -0.023], [2.389, -0.840, 0.117], [0.179, -0.386, 0.154], [-0.931, -0.158, 0.335], [-3.527, -0.339, 2.162], [1.533, 1.007, -2.967], [0.569, 0.349, -0.179], [0.042, 1.719, -0.694], [-0.138, -0.125, 0.215], [-0.378, -0.324, 0.038], [0.107, 0.009, 0.278], [-0.658, -0.367, -0.283], [0.107, -0.506, 0.362], [-0.108, 0.281, -0.178], [0.509, -0.157, 0.580], [0.317, -0.173, 0.121], [-0.292, -0.451, -0.528], [1.853, 0.854, 0.908], [-0.005, 0.993, -0.121], [-1.873, 0.455, 0.355], [0.706, -0.543, -0.547], [0.135, -1.775, 0.428], [-0.006, 1.259, -1.521], [-0.220, 0.134, -0.421], [0.086, 0.079, -0.237], [0.346, 0.420, 0.270], [-0.413, -0.442, -0.125], [-0.141, -0.507, 0.691], [0.363, -0.013, 0.693], [-0.172, -0.305, 0.137], [-0.333, -0.114, 0.003], [-2.279, 0.202, 0.527], [0.865, -0.541, 0.258], [0.996, 1.892, -0.723], [-0.620, 0.123, 0.090], [2.763, -1.654, -2.566], [1.633, -0.728, 2.956], [-1.752, 0.885, -0.614], [-0.462, 0.395, -0.273], [-0.175, -0.750, 0.222], [-0.485, 0.012, 0.165], [-0.463, 0.131, -0.054], [1.031, -2.667, 0.509], [-0.306, -0.117, 4.202], [1.014, 0.544, -0.704], [-0.746, 1.395, -2.213], [0.353, 0.187, -0.243], [-0.823, -0.289, -0.064], [-0.158, 0.038, 0.627], [-0.038, 0.580, -1.050], [0.024, -0.019, 0.012], [-0.354, 0.361, -1.048], [-2.875, 3.272, 3.675], [2.291, -2.274, -3.630], [-0.178, 1.619, 0.679], [0.590, -0.701, -0.437], [-0.597, 0.166, -1.286], [1.454, -0.888, 0.417], [-0.369, -0.479, 0.111], [-0.305, -0.744, 0.466], [-0.061, 0.020, 0.013], [0.064, 0.007, -0.044], [2.110, 0.527, -2.965], [-1.908, -0.965, 0.872], [0.543, 0.033, 1.168], [-1.597, 1.419, -0.931], [-0.141, -0.514, 0.539], [0.210, -0.278, 0.691], [-0.114, 0.353, -0.518], [0.435, -0.188, 0.742], [0.027, 0.060, 0.011], [0.446, -0.466, 0.422], [0.756, 2.120, -2.774], [0.103, -0.642, 0.532], [0.455, 0.067, 0.461], [-0.214, -1.202, 1.538], [-0.047, 0.180, -0.590], [-0.057, 0.190, -0.234], [-0.014, -0.566, 0.630], [-0.660, 0.287, -0.485], [0.044, -0.071, -0.050], [-0.376, -0.369, 0.917]],
  "lowdin_charge": [-0.266, -0.183, -0.189, 0.700, -0.351, -0.342, -0.217, 0.126, 0.099, 0.117, 0.097, 0.094, 0.096, 0.116, 0.103, -0.210, -0.246, -0.185, 0.708, -0.346, -0.352, -0.173, 0.109, 0.108, 0.112, 0.113, 0.087, 0.089, 0.091, 0.093, -0.181, -0.214, -0.200, 0.722, -0.382, -0.338, -0.202, 0.104, 0.106, 0.103, 0.105, 0.099, 0.092, 0.094, 0.091, -0.243, -0.203, -0.215, 0.665, -0.322, -0.346, -0.222, 0.123, 0.124, 0.116, 0.116, 0.104, 0.090, 0.107, 0.107, -0.127, -0.154, -0.212, 0.779, -0.260, -0.274, -0.243, 0.122, 0.126, 0.124, 0.119, -0.250, -0.234, -0.073, -0.053, 0.109, 0.122, 0.107, 0.124, 0.077, 0.071, -0.301, -0.290, -0.051, -0.044, 0.124, 0.127, 0.133, 0.128, 0.088, 0.087, -0.292, -0.266, -0.060, -0.062, 0.125, 0.127, 0.133, 0.126, 0.085, 0.085, -0.322, -0.224, -0.074, -0.019, 0.116, 0.123, 0.116, 0.115, 0.078, 0.091]
}